This record from the OMol25 dataset describes C15H25N3O5Sr as an isolated structure at a distorted geometry. The level of theory is ωB97M-V/def2-TZVPD.

Values from the calculation:
Total energy in hartree: -1157.83206
E_LUMO in eV: 0.1
Orbital gap in eV: 7.87
2S+1: 1

The geometry in XYZ format:
```
49
Properties=species:S:1:pos:R:3:forces:R:3
Sr -0.383 1.134 -0.860 -0.64 2.83 -2.45
N -2.705 1.913 -0.326 -1.14 -0.10 -0.04
C -2.477 3.184 0.337 -0.17 0.60 0.01
C -2.065 4.206 -0.720 -0.35 -0.05 0.41
N -0.816 3.845 -1.374 -0.03 0.13 -0.64
C 0.376 4.545 -0.910 0.43 0.01 0.32
C 1.227 3.668 0.009 -0.01 0.75 0.01
N 1.693 2.509 -0.732 1.10 0.28 -0.16
H -3.523 1.977 -0.927 0.06 -0.14 0.11
H -2.877 1.187 0.361 -0.05 -0.06 0.02
H -1.679 3.029 1.062 -0.02 0.06 0.13
H -3.375 3.560 0.856 0.24 -0.03 0.03
H -2.005 5.205 -0.267 -0.04 -0.04 -0.05
H -2.860 4.231 -1.472 0.04 0.10 -0.02
H -0.914 3.995 -2.367 -0.01 0.02 0.00
H 0.108 5.473 -0.380 0.09 -0.09 -0.14
H 0.988 4.813 -1.780 -0.10 0.08 0.08
H 0.616 3.298 0.831 0.04 0.01 0.16
H 2.051 4.274 0.420 -0.20 -0.09 0.02
H 2.095 1.834 -0.089 0.15 -0.04 -0.05
H 2.416 2.773 -1.397 -0.07 -0.13 0.14
C -0.520 -0.616 2.800 0.26 0.22 -0.35
C 0.438 0.310 2.036 0.25 -0.19 0.80
C 1.312 1.108 3.023 -0.19 -0.36 -0.34
O -0.241 1.160 1.200 -0.03 0.15 2.58
H 0.034 -1.345 3.386 0.02 -0.17 0.14
H -1.145 -1.140 2.077 -0.07 -0.10 0.03
H -1.158 -0.034 3.462 -0.09 0.09 0.08
H 1.119 -0.356 1.457 -0.03 0.09 0.08
H 0.679 1.740 3.643 -0.09 0.08 0.08
H 1.997 1.747 2.469 0.13 0.11 -0.02
H 1.892 0.444 3.659 0.12 -0.04 0.15
O 1.008 -0.609 -1.290 1.80 -0.71 -0.18
C -0.011 -1.324 -1.344 0.12 -1.88 -0.36
O -1.163 -0.855 -1.481 -1.51 -1.40 -0.60
C 0.132 -2.820 -1.257 -0.15 -0.03 0.05
C -0.993 -3.611 -1.436 0.07 0.24 0.00
C -0.927 -4.998 -1.387 0.17 -0.37 0.04
C 0.305 -5.556 -1.146 0.37 0.42 0.04
O 0.647 -6.880 -1.052 -0.46 0.29 -0.07
C 2.039 -6.902 -0.821 0.74 -1.01 0.12
O 2.527 -5.581 -0.755 -0.01 0.46 0.02
C 1.441 -4.764 -0.964 -0.49 -0.21 -0.09
C 1.385 -3.395 -1.012 0.09 -0.23 0.00
H -1.935 -3.118 -1.622 -0.04 0.03 -0.01
H -1.795 -5.617 -1.534 -0.16 -0.09 -0.01
H 2.538 -7.443 -1.642 -0.14 0.20 0.13
H 2.247 -7.423 0.127 -0.11 0.19 -0.17
H 2.256 -2.777 -0.872 0.09 0.10 0.00
```
Positions in Å, forces in eV/Å.